The following is a quantum chemistry calculation of a structure of composition C69H57AsIN8PS4SiV at a distorted geometry, from the Open Molecules 2025 dataset.

The geometry in XYZ format:
```
143
C69H57AsIN8PS4SiV the ωB97M-V functional and the def2-TZVPD basis
V -0.811 -0.281 1.484
C -0.292 0.066 -4.852
N -0.012 -0.672 -3.658
C -0.468 -0.374 -2.396
N 0.065 -1.185 -1.496
C 0.880 -2.022 -2.169
C 0.846 -1.747 -3.535
C 1.450 -2.451 -4.634
C 2.742 -2.996 -4.505
C 3.312 -3.717 -5.528
C 2.628 -3.918 -6.725
C 1.349 -3.391 -6.864
C 0.763 -2.681 -5.842
C 1.460 -3.227 -1.554
C 0.689 -4.384 -1.613
C 1.161 -5.578 -1.105
C 2.427 -5.640 -0.548
C 3.204 -4.495 -0.496
C 2.722 -3.290 -0.981
P -1.764 0.838 -2.130
C -2.743 -0.160 -0.939
N -2.350 -1.160 -0.159
C -3.460 -1.890 0.126
C -4.555 -1.354 -0.520
N -4.081 -0.275 -1.213
C -4.880 0.699 -1.897
C -5.901 -1.910 -0.654
C -6.761 -2.033 0.437
C -7.994 -2.640 0.284
C -8.394 -3.128 -0.951
C -7.553 -2.990 -2.044
C -6.317 -2.388 -1.897
C -3.426 -3.142 0.896
C -2.801 -4.264 0.356
C -2.746 -5.449 1.070
C -3.312 -5.522 2.334
C -3.966 -4.419 2.860
C -4.033 -3.235 2.144
C -0.714 2.108 -1.308
N 0.498 1.931 -0.797
C 1.105 3.139 -0.792
C 0.276 4.082 -1.381
N -0.870 3.406 -1.726
C -2.090 4.003 -2.183
C 0.625 5.417 -1.817
C 0.482 5.773 -3.165
C 0.940 6.988 -3.627
C 1.560 7.879 -2.761
C 1.695 7.542 -1.419
C 1.224 6.336 -0.946
C 2.498 3.465 -0.421
C 2.804 4.136 0.759
C 4.084 4.603 0.997
C 5.083 4.416 0.059
C 4.792 3.741 -1.114
C 3.514 3.271 -1.354
H -0.359 1.135 -4.627
H 0.507 -0.106 -5.575
H -1.242 -0.249 -5.299
H 3.290 -2.827 -3.590
H 4.307 -4.125 -5.404
H 3.073 -4.485 -7.531
H 0.805 -3.552 -7.787
H -0.251 -2.327 -5.959
H -0.290 -4.329 -2.065
H 0.537 -6.459 -1.143
H 2.808 -6.573 -0.154
H 4.197 -4.540 -0.067
H 3.328 -2.398 -0.908
H -5.932 0.431 -1.790
H -4.717 1.688 -1.458
H -4.615 0.727 -2.960
H -6.466 -1.601 1.381
H -8.654 -2.730 1.137
H -9.359 -3.607 -1.067
H -7.864 -3.362 -3.013
H -5.650 -2.299 -2.747
H -2.342 -4.190 -0.622
H -2.247 -6.312 0.649
H -3.241 -6.435 2.912
H -4.417 -4.473 3.841
H -4.522 -2.366 2.562
H -1.944 5.078 -2.290
H -2.385 3.584 -3.151
H -2.889 3.817 -1.458
H 0.047 5.063 -3.854
H 0.832 7.243 -4.675
H 1.938 8.826 -3.125
H 2.176 8.234 -0.741
H 1.313 6.098 0.103
H 2.043 4.290 1.507
H 4.293 5.117 1.925
H 6.086 4.785 0.239
H 5.570 3.589 -1.852
H 3.296 2.751 -2.277
S -3.409 2.311 4.447
As -3.260 0.976 2.838
S -2.050 -0.832 3.299
S -2.017 1.697 1.192
S -5.218 0.477 2.219
I 0.817 -6.080 2.760
C 0.908 -4.066 2.237
C 2.060 -3.327 2.111
N 1.659 -2.095 1.732
N 0.321 -2.006 1.634
C -0.152 -3.209 1.936
H 3.085 -3.572 2.298
H 2.240 -1.287 1.527
H -1.205 -3.401 1.979
C 2.970 -1.650 6.288
C 1.877 -2.169 5.617
C 1.212 -1.405 4.671
C 1.627 -0.118 4.341
C 2.696 0.396 5.068
C 3.361 -0.349 6.024
Si 0.826 0.860 2.847
C 2.455 1.049 1.801
C 3.594 1.661 2.303
C 4.816 1.570 1.661
C 4.917 0.909 0.450
C 3.776 0.366 -0.114
C 2.568 0.420 0.562
C 0.464 2.589 3.609
C 0.443 2.821 4.982
C 0.139 4.070 5.495
C -0.178 5.113 4.644
C -0.210 4.892 3.279
C 0.104 3.644 2.772
H 3.507 -2.244 7.020
H 1.545 -3.179 5.826
H 0.334 -1.822 4.194
H 3.020 1.410 4.903
H 4.195 0.085 6.564
H 3.526 2.240 3.209
H 5.691 2.031 2.101
H 5.866 0.849 -0.069
H 3.831 -0.095 -1.090
H 1.682 0.024 0.079
H 0.661 2.011 5.666
H 0.133 4.223 6.569
H -0.421 6.091 5.042
H -0.497 5.696 2.613
H 0.043 3.481 1.705
```

Values from the calculation:
- E_HOMO (alpha / beta): -0.57 / -0.88 eV
- Electronic energy: -8802.86791 Eh
- Multiplicity: 4
- Net charge: -2